1.
Molecular formula: C5H12O
Method: DFT, ωB97M-V/def2-TZVPD

Geometry as ORCA input:
```
! RIJCOSX wB97M-V def2-TZVPD def2/J DEFGRID3
* xyz 0 1
C 2.46041 -0.60117 -0.17789
C 1.54765 0.44700 0.44618
C 0.35300 0.80215 -0.43936
C -1.39832 -0.68128 0.18153
C -2.68456 0.11408 0.00673
H 1.90389 -1.53427 -0.34613
H 2.83782 -0.27258 -1.16641
H 3.31410 -0.84381 0.47039
H 1.18440 0.09222 1.41888
H 2.09806 1.37698 0.65145
H -0.26422 1.58645 0.02712
H 0.71145 1.18949 -1.41388
H -1.01476 -0.55563 1.20289
H -1.58573 -1.74659 0.03186
H -3.44929 -0.22259 0.72020
H -3.07493 -0.00500 -1.01416
H -2.50935 1.17838 0.18589
O -0.42962 -0.32382 -0.78528
*
```

Calculated values
SMILES: CCCOCC
ΔE to the lowest compared entry with this formula, charge and spin: 0.6250 eV
highest occupied orbital energy: -9.632 eV
electronic energy: -272.9257 hartree
maximum force: 0.7 eV/A



2.
Molecular formula: C37H64I2N3O10S2
Method: DFT, ωB97M-V/def2-TZVPD

Geometry as ORCA input:
```
! RIJCOSX wB97M-V def2-TZVPD def2/J DEFGRID3
* xyz 1 3
C -5.33601 0.84026 1.33403
C -4.05744 1.64784 0.94185
S -2.51821 0.72426 1.33472
C -1.75594 0.27021 -0.27399
C -1.62074 -1.24107 -0.31329
C -0.78561 -1.81848 0.62681
C -0.59134 -3.19621 0.69770
C 0.34870 -3.84745 1.70919
O -0.01024 -4.72937 2.44354
O 1.62912 -3.36033 1.66100
C 2.00978 -2.67639 2.87906
C 2.10810 -1.14893 2.69252
C 2.66013 -0.78279 1.28669
S 3.01844 1.00469 1.27395
O 2.15349 1.62057 0.30653
O 2.83914 1.56958 2.57106
O 4.55426 1.24038 0.87351
C -1.31156 -3.99293 -0.21219
C -2.12632 -3.38618 -1.13579
C -2.86204 -4.30796 -2.07317
I -1.81616 -5.00232 -3.79729
C -4.12220 -4.67896 -1.83136
C -4.94091 -5.63377 -2.68254
I -5.06588 -3.86242 -0.09334
N -2.26159 -2.04242 -1.19499
C -3.10247 -1.39987 -2.20663
O -4.19038 -0.69984 -1.63214
C -4.81425 0.07809 -2.67257
O -4.70954 1.44620 -2.43506
C -3.70554 2.07967 -3.23830
C -3.39616 3.44262 -2.57291
O -2.38860 3.32207 -1.56504
H -6.07620 1.56317 1.70959
H -5.75112 0.29932 0.47129
H -5.12151 0.12806 2.14538
H -4.07495 2.64105 1.40872
H -4.06745 1.74092 -0.15597
H -2.25139 0.71872 -1.13838
H -0.72975 0.67997 -0.26382
H -0.23086 -1.20571 1.34048
H 3.00623 -3.02872 3.18538
H 1.31671 -2.90777 3.70040
H 1.12330 -0.65404 2.76231
H 2.73349 -0.73258 3.49315
H 3.58503 -1.34520 1.06901
H 1.94684 -1.00319 0.48491
H 4.79755 0.71094 0.09617
H -1.20702 -5.07636 -0.16065
H -4.63335 -5.60808 -3.73689
H -4.86930 -6.66233 -2.29308
H -5.99120 -5.31291 -2.61048
H -3.47161 -2.08515 -2.98111
H -2.46117 -0.66176 -2.72590
H -5.88063 -0.19884 -2.66275
H -4.42968 -0.16689 -3.67808
H -4.01468 2.29953 -4.27437
H -2.78091 1.47750 -3.26035
H -4.33084 3.75241 -2.07423
H -3.13216 4.22432 -3.29806
H -2.80867 3.34235 -0.69906
C 1.72194 -4.09603 6.88881
C 3.07551 -4.71227 7.34075
C 3.12532 -4.90609 8.86814
C 3.49796 -3.66937 9.68787
C 4.69611 -2.93862 9.08639
C 4.48708 -2.62017 7.60670
N 4.17690 -3.84925 6.81959
O 5.26298 -4.56833 6.73675
C 3.35808 -1.57425 7.48913
C 5.71526 -1.89949 7.04714
C 3.07943 -6.12043 6.73207
H 1.86226 -3.27959 6.17982
H 1.09985 -4.81673 6.35587
H 1.13085 -3.72120 7.72619
H 3.86467 -5.67770 9.10467
H 2.16561 -5.29079 9.22054
H 2.63895 -2.99726 9.76786
H 3.73496 -3.97449 10.70898
H 4.87671 -2.01844 9.64722
H 5.59309 -3.55125 9.22292
H 3.17651 -1.31703 6.44274
H 3.64263 -0.65852 8.00897
H 2.41509 -1.88920 7.92874
H 6.62795 -2.48564 7.14931
H 5.87977 -0.96387 7.58256
H 5.58018 -1.65799 5.99037
H 3.10466 -6.08156 5.64046
H 2.17411 -6.65250 7.02709
H 3.92184 -6.71985 7.07511
C 1.60720 4.15782 -6.22397
C 0.12568 4.12547 -6.69802
C 0.02766 4.08830 -8.23572
C 0.14970 5.43500 -8.94822
C -0.70028 6.50548 -8.27167
C -0.40937 6.60539 -6.77550
N -0.58817 5.29026 -6.09171
O -1.87116 5.02879 -6.05424
C 1.02460 7.14571 -6.59312
C -1.29166 7.68306 -6.14196
C -0.40284 2.77792 -6.20018
H 1.77445 4.90642 -5.45091
H 1.90738 3.21608 -5.76329
H 2.30167 4.35284 -7.04261
H -0.94185 3.66588 -8.52044
H 0.78223 3.40607 -8.63408
H 1.19717 5.74550 -8.98907
H -0.16933 5.32158 -9.98631
H -0.51933 7.46833 -8.75489
H -1.75867 6.28137 -8.44145
H 1.27268 7.23355 -5.53373
H 1.10675 8.13961 -7.03493
H 1.79023 6.53979 -7.07081
H -2.35516 7.48684 -6.27601
H -1.08979 8.65190 -6.59963
H -1.09224 7.77299 -5.07229
H -0.42319 2.73652 -5.10761
H 0.23800 1.96856 -6.55250
H -1.40536 2.56340 -6.57304
*
```

Calculated values
highest occupied orbital energy (spin up / spin down): -10.118 / -10.878 eV
electronic energy: -3756.2038 hartree
maximum force: 3.1 eV/A